Record 1
C20H26AsN6OS7Tc as an isolated structure. Source: the OMol25 dataset; level of theory: ωB97M-V with the def2-TZVPD basis set.

## Properties
HOMO (alpha / beta) = -12.94 / -12.94 eV
ΔE to the lowest compared entry with this formula, charge and spin = 0.0 kJ/mol
frontier orbital gap (alpha / beta) = 6.00 / 6.00 eV
E_LUMO (alpha / beta) = -6.95 / -6.94 eV
total charge = +2

Last column: natural (NBO) charge in e.
Positions of all 62 atoms, in Å:
Tc -1.47506 0.13081 -1.39339  0.6312
C -2.37510 -1.80456 2.38158  -0.6921
C -2.48568 -1.20003 1.01561  0.3879
N -1.40961 -0.73604 0.40980  -0.2827
N -0.22940 -0.82930 1.15423  -0.3724
C 0.68854 0.00035 0.81774  -0.0491
S 0.58208 1.11391 -0.51848  -0.2208
S 2.20285 -0.20058 1.69518  0.2946
C 2.84102 1.50378 1.81246  -0.5598
C 2.20732 2.31039 2.90949  0.0301
C 2.87861 2.49813 4.11230  -0.2267
C 2.29545 3.22648 5.13941  -0.1870
C 1.03217 3.77293 4.97223  -0.1996
C 0.35762 3.59380 3.77286  -0.1904
C 0.94128 2.86687 2.74786  -0.2550
C -3.79947 -1.16852 0.38509  -0.2417
C -4.94121 -1.34871 1.19887  -0.0867
C -6.20215 -1.45494 0.66924  -0.2434
C -6.37618 -1.43223 -0.71716  -0.1317
C -5.29434 -1.27514 -1.54980  -0.2705
C -4.00748 -1.10501 -1.01636  0.3407
O -3.00538 -0.93864 -1.87409  -0.6259
H -1.36033 -2.11625 2.59292  0.2767
H -3.05953 -2.64245 2.47805  0.2472
H -2.64738 -1.05318 3.12866  0.2596
H 2.75734 1.98113 0.83593  0.2385
H 3.90359 1.35985 2.01240  0.2432
H 3.86760 2.07589 4.24884  0.2152
H 2.83100 3.36927 6.06846  0.2296
H 0.57773 4.34323 5.77139  0.2282
H -0.62302 4.03288 3.63760  0.2118
H 0.42113 2.74350 1.80559  0.1983
H -4.82519 -1.38214 2.27235  0.2202
H -7.05489 -1.57471 1.32262  0.2404
H -7.36722 -1.53725 -1.13913  0.2383
H -5.40401 -1.25815 -2.62585  0.2366
S -0.24616 -3.04876 -5.24922  -0.2032
As -1.26037 -1.34871 -6.36433  0.8129
S -0.00331 -1.27407 -2.61934  0.1597
S -1.00800 -2.91934 -3.36421  0.1164
S -1.86370 -0.06228 -4.92617  -0.5038
C 4.38144 -2.68985 -0.44103  -0.4117
N 4.09033 -1.79334 -1.54514  -0.3471
C 5.16054 -1.03494 -2.21248  -0.2217
C 4.40782 -0.22235 -3.28350  -0.2263
N 3.01297 -0.61710 -3.04682  -0.5507
C 2.91842 -1.48649 -2.05558  0.3693
S 1.46112 -2.18477 -1.41117  0.2575
H 5.09976 -3.44090 -0.76767  0.2336
H 3.47623 -3.19020 -0.10655  0.2316
H 4.79171 -2.12045 0.39241  0.2329
H 5.88425 -1.72687 -2.64116  0.2330
H 5.66725 -0.40437 -1.48214  0.2286
H 4.70895 -0.49182 -4.29329  0.2301
H 4.52361 0.85067 -3.14871  0.2300
H 2.21422 -0.23574 -3.52334  0.4396
N -2.60771 1.86119 -0.81846  -0.5639
N -1.79880 2.13618 -1.97427  -0.5583
H -3.59484 2.04033 -0.96294  0.4158
H -2.25659 2.36685 -0.01170  0.4198
H -1.21750 2.96235 -1.87542  0.4261
H -2.38442 2.20939 -2.80230  0.4169

---

Record 2
A 7-piece molecular cluster, C20H26Cl19F9N3O3S overall. Source: the OMol25 dataset; level of theory: ωB97M-V with the def2-TZVPD basis set.

## Properties
HOMO = -12.64 eV
frontier orbital gap = 8.03 eV
E_LUMO = -4.61 eV
total charge = +1

Last column: Mulliken charge in e.
Positions of all 81 atoms, in Å:
C 0.09580 -3.90461 -1.38885  -1.3534
C 1.19075 -2.77276 -1.46593  0.1343
C 1.18335 -2.06544 -0.08455  -0.4782
Cl 1.47156 -3.42355 1.10715  -0.1287
C 2.36564 -1.05038 0.12449  -0.4776
N 2.78789 -1.03961 1.56729  -0.1984
C 2.19728 -0.05423 2.32737  0.0606
N 1.88902 -0.27966 3.57304  -0.1462
S 2.16497 -1.76100 4.42595  1.3473
O 1.15191 -2.71433 4.21414  -0.5361
O 3.41755 -2.32305 4.11620  -0.6008
C 2.27420 -1.22109 6.21459  0.2576
F 3.36297 -1.75487 6.68364  -0.2374
F 2.47660 0.09384 6.28075  -0.2555
C 1.11246 -1.70703 7.14273  0.6381
F 0.99882 -3.01028 7.07845  -0.2231
F 1.53905 -1.45728 8.38332  -0.2985
C -0.25002 -0.96488 7.01637  0.7770
F -0.13438 0.36102 7.03157  -0.2783
F -0.93899 -1.29440 8.10326  -0.2815
C -1.16476 -1.34182 5.81445  0.5525
F -0.77990 -0.74384 4.68852  -0.2354
F -2.35857 -0.82619 6.08508  -0.2537
F -1.34701 -2.61049 5.66297  -0.2283
N 1.92147 1.23602 1.92385  -0.3074
C 1.40106 1.32434 0.54125  -0.2586
C -0.15487 1.24413 0.47500  -0.7688
C -0.74790 2.39017 -0.40241  -0.5604
O -1.56941 3.26671 0.34372  -0.5681
C 2.13077 0.37621 -0.43927  0.8488
C 1.42868 0.44849 -1.79818  -0.8875
H -0.63960 -3.60411 -0.63357  0.3670
H -0.47128 -3.92868 -2.32376  0.3172
H 0.51158 -4.87469 -1.12971  0.3429
H 2.13997 -3.27265 -1.64867  0.3922
H 0.86158 -2.12009 -2.26867  0.0481
H 0.19624 -1.66622 0.15475  0.1728
H 3.21034 -1.47064 -0.43003  0.6274
H 3.78558 -0.80121 1.56140  0.3692
H 1.45304 0.47190 4.10988  0.4267
H 2.74932 1.80996 2.07658  0.3383
H 1.63126 2.33812 0.19780  0.5223
H -0.50450 1.46943 1.49081  0.3741
H -0.51549 0.26492 0.16181  0.2441
H 0.03679 2.92166 -0.95732  0.1041
H -1.35985 1.91127 -1.18269  0.3373
H -2.46541 3.12945 0.01275  0.3513
H 3.12984 0.81697 -0.59538  0.3492
H 0.47145 -0.08376 -1.75716  0.2276
H 1.25844 1.46086 -2.15779  0.0707
H 2.01042 -0.08290 -2.55660  -0.0721
C 2.26171 -3.21681 -5.34545  -0.0426
Cl 3.12459 -4.75213 -5.32778  -0.1173
Cl 0.51951 -3.47568 -5.22138  -0.1102
Cl 2.82569 -2.17095 -4.03417  -0.0861
H 2.46588 -2.72032 -6.28614  0.3668
C -3.37162 3.83818 -3.80194  -0.1536
Cl -2.99312 5.52484 -3.48635  -0.1113
Cl -1.97493 3.01932 -4.49696  0.0350
Cl -3.90170 3.02211 -2.31626  -0.1513
H -4.18246 3.79574 -4.51916  0.4046
C -4.84749 -0.33142 -3.45360  0.4254
Cl -5.94378 -0.50684 -4.82265  -0.1214
Cl -5.35530 -1.35822 -2.11053  -0.1173
Cl -3.18687 -0.71047 -3.93383  -0.0645
H -4.87976 0.69977 -3.12275  -0.1190
C -0.06260 6.11882 -6.52285  -0.0721
Cl 0.61338 6.00100 -4.89468  -0.0861
Cl -0.05017 4.53644 -7.31427  -0.1168
Cl -1.69714 6.78214 -6.47901  -0.0984
H 0.56044 6.78986 -7.10068  0.3793
C -5.49030 -1.66441 4.60117  0.5222
Cl -6.08527 -1.54260 2.94232  -0.1234
Cl -6.02892 -0.28500 5.56116  -0.1238
Cl -6.00736 -3.18046 5.33902  -0.1179
H -4.40831 -1.65406 4.57332  -0.1665
C 2.27819 2.14345 -5.26287  0.0587
Cl 3.49403 1.01990 -5.86460  -0.1041
Cl 0.76461 1.29254 -4.89808  -0.0606
Cl 2.87740 2.99943 -3.83592  -0.1261
H 2.07593 2.87611 -6.03546  0.2338

---

Record 3
C20H26HfN2O2Si as an isolated structure. Source: the OMol25 dataset; level of theory: ωB97M-V with the def2-TZVPD basis set.

## Properties
HOMO (alpha / beta) = -12.82 / -12.81 eV
frontier orbital gap (alpha / beta) = 5.59 / 5.60 eV
E_LUMO (alpha / beta) = -7.22 / -7.22 eV
total charge = +2

Last column: natural (NBO) charge in e.
Positions of all 52 atoms, in Å:
C -1.25609 -0.66342 2.33578  -0.3892
C -1.12467 -1.52409 1.20081  -0.3018
C -0.00332 -2.39627 1.40793  -0.3689
H -1.79198 -1.56901 0.33708  0.2863
C 0.54676 -2.10296 2.70473  -0.3499
C -0.21673 -1.01259 3.27715  -0.4024
H -0.17603 -0.71641 4.33017  0.2772
H -2.06787 0.06152 2.48526  0.2793
H 0.31126 -3.16322 0.70703  0.2952
H 1.33228 -2.66395 3.22357  0.2825
Hf 0.82969 -0.18493 1.38431  2.0071
C 1.06118 0.77495 -3.66561  -0.7925
H 1.55972 -0.21248 -3.66478  0.2365
H 1.61631 1.51848 -4.30859  0.2599
H 0.04357 0.63638 -4.06579  0.2397
Si 0.03607 0.49828 -1.16714  0.8542
C -1.38578 1.66594 -1.26981  -0.4459
C -2.63963 1.29573 -0.74749  -0.2272
H -2.75085 0.34568 -0.22297  0.2033
C -3.74704 2.14208 -0.90663  -0.2086
H -4.72078 1.82847 -0.51392  0.2354
C -3.62017 3.36302 -1.57180  -0.1627
H -4.49075 4.01226 -1.72072  0.2417
C -2.36239 3.75358 -2.05536  -0.1945
H -2.24511 4.70057 -2.57206  0.2380
C -1.25073 2.91931 -1.87922  -0.2225
H -0.27409 3.24033 -2.23288  0.2164
C -0.33846 -1.16088 -1.93132  -0.5205
C -1.51849 -1.33908 -2.67419  -0.1579
H -2.22999 -0.51976 -2.77117  0.2222
C -1.77079 -2.56023 -3.31070  -0.1996
H -2.66454 -2.65367 -3.92989  0.2404
C -0.87608 -3.62328 -3.16533  -0.1857
H -1.06782 -4.57100 -3.68355  0.2435
C 0.28599 -3.46571 -2.40643  -0.1934
H 1.00723 -4.27704 -2.29609  0.2331
C 0.56106 -2.23353 -1.80441  -0.2295
H 1.47992 -2.11183 -1.22820  0.1879
H 1.36853 1.15358 -0.81875  -0.1769
H 1.05057 1.18384 -2.56957  0.1347
C 4.75446 -0.30408 3.93704  -0.2566
O 3.74900 0.75641 4.23504  -0.4310
C 2.73040 0.77897 3.40213  0.9178
O 2.66033 -0.00771 2.37197  -0.7782
N 1.73520 1.62607 3.65059  -0.4346
N 0.63411 1.69078 2.70833  -0.6939
H 5.54473 -0.24241 4.68309  0.2463
H 5.17859 -0.10428 2.94813  0.2190
H 4.26444 -1.28289 4.00044  0.2093
H 1.83062 2.34983 4.37612  0.4554
H -0.24272 1.77932 3.24744  0.4361
H 0.66085 2.59130 2.20026  0.4257

---

Record 4
An isolated molecule of C20H26N2O5S. Source: the OMol25 dataset; level of theory: ωB97M-V with the def2-TZVPD basis set.

## Properties
HOMO = -8.93 eV
ΔE to the lowest compared entry with this formula, charge and spin = 161.4 kJ/mol
SMILES string = COc1ccc(S(=O)(=O)N(CCc2ccccc2)CC(=O)NCCCO)cc1
frontier orbital gap = 9.38 eV
E_LUMO = 0.46 eV
total charge = 0

Last column: natural (NBO) charge in e.
Positions of all 54 atoms, in Å:
C -6.07059 -1.79889 -0.46193  -0.2535
O -5.22095 -1.53928 0.63310  -0.4875
C -3.88640 -1.49272 0.43027  0.3490
C -3.11046 -1.21901 1.56352  -0.2643
C -1.74138 -1.12984 1.46367  -0.0981
C -1.13396 -1.32470 0.23489  -0.3942
S 0.63669 -1.20754 0.13586  2.3190
O 1.07898 -1.79088 -1.10988  -0.9563
O 1.22555 -1.70581 1.34292  -0.9372
N 0.89333 0.44624 0.10796  -0.6891
C 0.62200 1.09180 -1.15747  -0.2171
C -0.14416 2.41049 -0.98070  -0.4495
C -1.48969 2.19047 -0.35213  0.0742
C -2.59243 1.88851 -1.14079  -0.2379
C -3.83723 1.69725 -0.56957  -0.2084
C -3.99567 1.79645 0.80160  -0.2252
C -2.89918 2.07946 1.59697  -0.1954
C -1.65542 2.27425 1.02355  -0.2430
C 2.00241 0.94167 0.88413  -0.3258
C 3.38333 0.82710 0.23596  0.6721
O 4.27272 1.61186 0.52757  -0.6671
N 3.53628 -0.16801 -0.64890  -0.6261
C 4.82463 -0.47280 -1.23538  -0.2318
C 5.57579 -1.55878 -0.45961  -0.4306
C 5.83873 -1.16049 1.00184  -0.0610
O 6.54454 0.04181 1.13437  -0.7418
C -1.88129 -1.61418 -0.88720  -0.1499
C -3.25996 -1.69669 -0.79797  -0.3159
H -5.87927 -2.78584 -0.89319  0.1818
H -5.96775 -1.03452 -1.23760  0.1773
H -7.08220 -1.77197 -0.06069  0.2058
H -3.61583 -1.07808 2.50495  0.2321
H -1.12468 -0.92614 2.32332  0.2322
H 0.02128 0.39261 -1.74164  0.2175
H 1.55472 1.28373 -1.70318  0.2067
H 0.44990 3.08807 -0.36668  0.2135
H -0.26320 2.86023 -1.96815  0.2222
H -2.47640 1.81893 -2.21333  0.2067
H -4.68932 1.48234 -1.19846  0.2090
H -4.96842 1.65303 1.24732  0.2162
H -3.01507 2.15709 2.66781  0.2127
H -0.80557 2.50466 1.64858  0.2098
H 2.02829 0.34965 1.80322  0.2656
H 1.83830 1.98854 1.15279  0.2282
H 2.80196 -0.84976 -0.78718  0.4186
H 5.41142 0.44963 -1.23845  0.2253
H 4.66342 -0.79808 -2.26583  0.2035
H 6.52932 -1.73267 -0.95997  0.2105
H 4.99858 -2.48477 -0.46822  0.2031
H 4.88299 -1.11769 1.54448  0.1533
H 6.45876 -1.93053 1.47015  0.1808
H 5.93905 0.77699 0.93097  0.4943
H -1.37574 -1.79129 -1.82354  0.2393
H -3.83073 -1.92191 -1.68411  0.2261